No. 1
# C4H16O8Y

C4H16O8Y as an isolated structure (ωB97M-V with the def2-TZVPD basis set, the OMol25 dataset).

Net charge ... -1
Kohn-Sham gap ... 0.1193 Eh

Positions of all 29 atoms, in Å:
Y: 0.145 0.339 0.648
O: 0.020 -1.940 -0.042
O: 2.029 0.675 -0.900
O: -2.191 0.238 0.894
O: 2.160 0.073 1.981
O: -0.940 -2.349 -3.049
O: -0.518 0.148 3.029
O: -0.892 0.612 -1.485
O: 0.437 2.623 0.746
C: -1.166 -3.213 -1.963
C: 1.231 3.098 -0.359
C: -1.084 -2.697 -0.520
C: 2.285 2.091 -0.850
H: -1.694 0.122 -1.702
H: 3.045 0.440 1.913
H: 0.504 3.238 -1.169
H: -0.484 -4.058 -2.127
H: -1.056 -3.564 0.156
H: -2.756 -0.364 1.385
H: 3.166 2.165 -0.193
H: -1.210 -0.322 3.501
H: 2.727 2.487 -1.774
H: -2.204 -3.575 -2.042
H: -0.664 1.083 -2.290
H: -0.076 0.677 3.700
H: -2.791 0.889 0.517
H: 1.746 4.051 -0.205
H: 2.268 -0.758 2.454
H: -2.038 -2.211 -0.254

No. 2
# C4H17N2O2

A 4-piece molecular cluster, C4H17N2O2 overall (ωB97M-V with the def2-TZVPD basis set, the OMol25 dataset).

Net charge ... +2
Kohn-Sham gap (alpha / beta) ... 0.2212 / 0.1585 Eh
Spin multiplicity ... 2
<S²> ... 0.7582

Positions of all 25 atoms, in Å:
O: 2.520 -1.134 -0.090
O: -1.618 -0.675 -2.982
N: -0.630 -1.588 -0.410
N: -0.840 -0.977 2.255
C: 0.043 0.130 2.014
C: 0.048 1.805 -1.423
C: -0.350 1.082 0.938
C: 0.548 1.742 0.092
H: 0.805 2.290 -2.031
H: -1.644 -1.396 -0.381
H: 1.976 -1.745 -0.599
H: 1.560 1.332 0.156
H: -1.334 1.546 1.087
H: -1.211 -1.273 -2.347
H: -0.889 2.347 -1.500
H: -0.476 -1.610 2.986
H: 3.429 -1.347 -0.341
H: -1.831 -0.755 2.396
H: 0.680 2.794 0.449
H: -1.056 -0.691 -3.766
H: -0.480 -2.269 0.360
H: -0.313 -0.730 0.049
H: 1.037 -0.272 1.804
H: -0.096 0.773 -1.723
H: 0.121 0.622 3.009

No. 3
# C4H17N8O5Sn

C4H17N8O5Sn as an isolated structure (ωB97M-V with the def2-TZVPD basis set, the OMol25 dataset).

Net charge ... +1
Kohn-Sham gap ... 0.1827 Eh

Positions of all 35 atoms, in Å:
Sn: 19.819 5.235 -6.523
O: 19.013 3.704 -3.724
O: 17.181 6.225 -6.076
O: 19.231 10.219 -4.877
O: 17.380 3.310 -7.793
O: 12.733 8.015 -5.357
N: 15.713 4.771 -8.241
N: 18.777 8.450 -6.279
N: 18.053 8.459 -4.117
N: 16.751 3.407 -3.907
N: 15.901 2.817 -9.431
N: 18.044 1.820 -2.955
N: 14.904 8.401 -5.687
N: 14.285 6.260 -5.555
C: 13.854 7.561 -5.528
C: 18.666 9.155 -5.088
C: 16.400 3.627 -8.489
C: 18.000 2.992 -3.595
H: 14.773 9.393 -5.611
H: 15.231 3.231 -10.060
H: 18.074 7.731 -6.404
H: 14.810 5.043 -8.588
H: 16.606 4.025 -4.675
H: 17.700 7.550 -4.369
H: 16.200 1.895 -9.693
H: 16.138 5.297 -7.489
H: 15.220 6.053 -5.874
H: 19.186 9.001 -7.018
H: 15.822 7.996 -5.697
H: 17.228 1.353 -2.601
H: 13.716 5.464 -5.328
H: 18.934 1.370 -2.826
H: 15.941 2.817 -3.800
H: 18.005 8.960 -3.245
H: 17.144 5.520 -5.430

The records above give, respectively, energy relative to the best compared isomer or geometry (same formula, charge and spin) values of 219.9 444.3 189.2 kJ/mol.